[1]
20
Properties=species:S:1:pos:R:3:forces:R:3:mulliken_charge:R:1 method="wB97M-V/def2-TZVPD" relative_energy_ev=5.2947 e_tot_ha=-1181.28086 largest_force_ha_per_bohr=0.109 e_homo_ha="-0.279 / -0.279" e_lumo_ha="-0.0351 / -0.0352" spin_multiplicity=1 homo_lumo_gap_ha="0.24399 / 0.24372"
C -0.57836 -0.48388 0.77126 2.068 -0.826 -0.441 -0.49
C -1.52341 0.41734 0.74958 0.115 -2.064 0.076 1.38
C 1.48980 -1.75187 -1.02176 -1.671 -4.845 -1.375 -0.53
C 2.37855 -0.67548 -1.20303 -0.976 0.531 1.838 -0.74
C -1.20251 1.85930 0.50517 -2.417 -0.043 0.446 -1.22
C -2.95802 -0.21347 0.77426 -0.520 4.640 -3.107 -1.14
O 2.70293 0.24516 1.35864 0.223 -0.526 0.397 -0.60
O 2.46960 1.87350 -0.41062 0.687 2.449 -1.147 -0.61
S 0.42540 -1.79053 0.78242 -0.752 0.507 -0.412 -0.18
S 1.98312 0.68118 0.17955 -1.095 -1.326 0.544 0.72
H 0.63585 -1.98157 -1.79346 1.526 1.004 1.580 0.31
H 2.09686 -2.75546 -1.00921 -1.513 1.609 0.773 0.32
H 3.36241 -0.95706 -1.00369 1.650 -0.044 0.186 0.40
H 2.19208 -0.18063 -2.08382 -0.083 1.510 -1.819 0.36
H -0.32330 2.22356 0.95555 1.112 0.021 0.493 0.40
H -1.12869 1.91863 -0.56333 -0.015 0.630 -0.637 0.28
H -2.04014 2.46470 0.90832 0.363 -0.123 -0.571 0.36
H -3.55461 0.49069 1.41705 0.155 -0.991 -0.671 0.31
H -3.39304 -0.19087 -0.36645 0.938 0.262 2.756 0.23
H -3.03454 -1.19323 1.05356 0.205 -2.376 1.091 0.42

---

[2]
66
Properties=species:S:1:pos:R:3:forces:R:3:mulliken_charge:R:1 method="wB97M-V/def2-TZVPD" total_charge=+4 relative_energy_ev=4.1811 e_tot_ha=-2341.38673 largest_force_ha_per_bohr=0.010 e_homo_ha=-0.696 e_lumo_ha=-0.5069 spin_multiplicity=1 homo_lumo_gap_ha=0.18932
Pt 2.59881 0.77940 0.06823 0.409 -0.195 0.273 0.40
C 6.28106 -0.76445 -2.34868 -0.005 0.009 -0.009 -1.08
N 6.38586 0.55480 -1.72039 0.003 -0.019 -0.005 0.06
C 7.64960 1.30109 -1.84292 0.000 0.010 -0.014 -1.05
C 5.34977 1.04018 -1.04558 0.001 0.016 -0.034 0.70
N 4.24516 0.33657 -0.86773 -0.003 0.064 -0.074 -0.76
N 5.48779 2.31012 -0.53808 0.003 0.004 0.021 -0.04
C 4.56428 3.07285 0.13783 -0.037 -0.029 -0.066 0.79
N 4.96559 4.30139 0.46157 0.005 0.027 -0.003 -0.35
N 3.38468 2.60300 0.42537 -0.037 0.082 -0.083 -0.47
H 7.16130 -0.93060 -2.95946 0.007 -0.001 0.008 0.29
H 5.41321 -0.80969 -3.00965 0.001 0.001 0.002 0.43
H 6.23686 -1.55534 -1.59598 -0.005 0.000 -0.002 0.41
H 8.37593 0.66407 -2.33492 -0.001 -0.001 -0.002 0.31
H 8.05648 1.55134 -0.86171 -0.001 -0.001 0.001 0.43
H 7.52539 2.19425 -2.45856 -0.003 0.002 0.004 0.40
H 4.26612 -0.58488 -1.27354 -0.027 0.006 -0.033 0.15
H 6.36840 2.75841 -0.73915 0.002 -0.002 0.010 0.14
H 5.87260 4.66287 0.21326 0.003 -0.007 0.004 0.18
H 4.36265 4.92832 0.96925 0.004 -0.008 0.012 0.20
H 2.78812 3.27881 0.88474 0.036 -0.025 0.078 0.23
C -5.80139 2.69730 -1.16462 -0.006 -0.056 0.009 -0.96
Si -5.10621 3.25029 0.44905 -0.067 0.211 -0.084 0.15
C -3.69021 4.42338 0.34513 0.052 -0.045 0.017 -0.93
C -6.30651 3.52295 1.81144 0.020 -0.028 0.023 -0.98
C -4.18082 1.37802 1.34365 0.037 -0.157 0.097 -0.94
Te -2.92699 0.45775 0.13522 -0.427 0.057 -0.023 0.97
C -4.15269 -0.72750 -0.88765 -0.037 -0.225 0.043 -0.92
Si -4.38404 -2.69296 -0.03608 0.022 0.104 -0.048 0.13
C -2.73612 -3.48837 -0.30412 -0.019 -0.031 0.034 -0.85
C -5.75298 -3.26005 -1.12580 0.011 -0.096 0.047 -0.98
C -4.82123 -2.39362 1.73467 -0.016 -0.045 -0.004 -0.96
H -6.15858 3.60651 -1.66465 -0.018 -0.003 0.008 0.38
H -6.66894 2.04451 -1.05636 0.017 -0.022 0.004 0.36
H -5.08100 2.24107 -1.84555 0.006 0.025 -0.009 0.37
H -4.10478 5.39070 0.03811 -0.007 -0.001 0.002 0.37
H -2.95155 4.14315 -0.40781 -0.003 0.007 -0.001 0.36
H -3.19850 4.58344 1.30550 0.000 -0.008 0.000 0.37
H -6.77651 4.49426 1.60826 -0.004 -0.002 -0.005 0.39
H -5.84221 3.59514 2.79543 -0.003 0.008 0.000 0.39
H -7.10255 2.77817 1.83434 0.006 -0.005 0.011 0.38
H -5.14657 0.89637 1.49154 -0.018 0.024 -0.053 0.28
H -3.72171 1.80975 2.22947 -0.015 0.036 -0.012 0.57
H -3.77080 -0.98155 -1.87474 -0.022 0.063 -0.024 0.57
H -5.20189 -0.43779 -0.84784 0.026 0.093 -0.028 0.26
H -2.49470 -3.59420 -1.36266 0.009 0.037 -0.003 0.36
H -2.78257 -4.49864 0.11471 0.013 -0.001 -0.003 0.37
H -1.92290 -2.96478 0.20453 0.006 -0.014 -0.005 0.24
H -5.47769 -3.27328 -2.18097 -0.017 0.028 -0.004 0.39
H -6.66899 -2.68379 -0.99062 0.008 0.018 -0.026 0.38
H -5.98375 -4.29392 -0.84217 0.002 -0.001 -0.004 0.38
H -4.05001 -1.87187 2.30553 -0.004 -0.009 0.012 0.37
H -4.94437 -3.37521 2.20574 -0.007 0.007 0.009 0.38
H -5.77642 -1.87964 1.85816 0.016 0.035 -0.010 0.35
S 1.41699 -1.18790 -0.03913 0.185 0.053 -0.203 -0.27
C 2.49284 -2.39846 0.64822 -0.076 0.019 0.111 0.10
N 3.21769 -3.20917 -0.10280 0.012 -0.005 0.015 -0.02
C 3.92712 -4.22371 0.70614 -0.001 -0.002 -0.003 -0.40
C 3.50206 -3.85336 2.14652 0.010 0.017 -0.002 -0.44
N 2.64236 -2.67316 1.92402 -0.050 -0.031 0.023 -0.05
H 3.11608 -3.25388 -1.10419 -0.041 -0.035 0.003 0.28
H 5.00076 -4.14387 0.55469 0.002 0.002 0.008 0.27
H 3.60560 -5.22272 0.42131 -0.003 0.005 -0.012 0.32
H 4.34725 -3.59342 2.77879 0.001 0.015 -0.006 0.31
H 2.92903 -4.64172 2.62937 0.013 -0.006 0.007 0.31
H 2.14872 -2.18673 2.65436 0.034 0.032 0.000 0.21

---

[3]
62
Properties=species:S:1:pos:R:3:forces:R:3:mulliken_charge:R:1 method="wB97M-V/def2-TZVPD" total_charge=-1 relative_energy_ev=0.9644 e_tot_ha=-2599.58876 largest_force_ha_per_bohr=0.032 e_homo_ha=-0.178 e_lumo_ha=0.0810 spin_multiplicity=1 homo_lumo_gap_ha=0.25856
Ag 0.74536 0.85499 -1.85287 1.200 1.149 -0.036 0.04
O -0.52205 0.16225 -5.88219 -0.054 -0.007 0.072 -0.70
C -0.86598 -0.28939 -4.80379 -0.170 -0.117 -1.250 0.07
N -0.37943 0.02731 -3.60386 -0.014 -0.268 1.378 -0.32
S -1.07218 -0.77756 -2.39540 -0.945 -0.621 -0.387 2.06
O -0.10731 -1.60616 -1.69415 -0.055 -0.478 -0.197 -0.67
O -1.80008 0.11818 -1.52398 -0.485 -0.022 -0.102 -0.62
C -2.18919 -1.75990 -3.40329 0.465 0.588 -0.230 -0.11
C -3.14321 -2.71155 -3.12334 0.001 -0.116 0.255 -0.36
C -3.84398 -3.27146 -4.18665 0.051 0.006 0.175 -0.57
C -3.59268 -2.86715 -5.49066 -0.025 0.017 -0.108 -0.44
C -2.64443 -1.89166 -5.75894 0.100 0.057 0.063 -0.63
C -1.94442 -1.34344 -4.69860 -0.158 -0.198 -0.165 0.27
H -3.32593 -3.01298 -2.10417 -0.094 -0.096 0.114 0.40
H -4.58777 -4.03385 -3.99796 -0.025 -0.005 0.041 0.40
H -4.14443 -3.31933 -6.30428 -0.025 -0.006 -0.015 0.38
H -2.43203 -1.55505 -6.76367 0.018 0.024 -0.039 0.49
N 0.94990 3.83311 -1.25610 -0.092 -0.142 -0.076 -0.37
C 2.25563 3.42113 -1.33517 -0.424 -0.462 -0.056 0.98
O 2.50026 2.20280 -1.55684 0.064 0.274 0.042 -0.83
C 3.25680 4.40302 -1.19572 -0.165 -0.168 -0.022 0.05
C 4.62060 4.13697 -1.30875 0.575 -0.329 -0.029 0.16
N 5.76427 4.00353 -1.37239 0.288 -0.144 -0.055 -0.66
C 2.92361 5.73166 -0.94986 -0.285 0.719 0.164 -0.03
N 2.63443 6.83114 -0.73796 -0.132 0.151 0.045 -0.61
H 0.26171 3.10058 -1.10439 0.249 0.420 0.205 0.17
H 0.75110 4.74359 -0.87237 -0.027 -0.058 -0.052 0.25
O 0.33655 1.49329 0.58189 0.179 0.619 -0.737 -0.37
P 0.30731 0.33652 1.49644 -0.038 -0.937 0.870 0.96
C 1.52177 -0.96149 1.10784 -0.286 0.335 0.082 1.00
C 1.57153 -2.15009 1.82724 -0.045 0.025 -0.016 -0.23
C 2.54218 -3.09124 1.54043 -0.046 -0.137 0.063 -0.65
C 3.45527 -2.86115 0.52361 0.017 0.051 -0.038 -0.57
C 3.41568 -1.67173 -0.18427 0.078 -0.002 -0.032 -0.82
C 2.46229 -0.71285 0.11591 -0.048 0.202 0.002 -0.20
C 0.71128 0.86464 3.19628 -0.186 -0.147 -0.387 0.37
C 0.42184 0.07350 4.29936 -0.018 -0.059 -0.019 -0.34
C 0.74230 0.51232 5.57051 -0.050 -0.097 0.116 -0.69
C 1.33978 1.74994 5.74424 0.063 0.000 0.006 -0.44
C 1.63955 2.53613 4.64399 0.031 0.081 0.111 -0.61
C 1.32844 2.09555 3.36913 -0.018 -0.017 -0.145 -0.44
C -1.34970 -0.40864 1.60079 0.584 0.167 0.099 0.41
C -1.69692 -1.61633 1.01894 0.084 -0.022 0.069 -0.28
C -3.02685 -1.99704 0.98969 -0.056 -0.184 0.005 -0.36
C -4.00566 -1.18236 1.53275 -0.017 -0.084 -0.053 -0.61
C -3.65323 0.01525 2.13215 -0.134 0.070 0.065 -0.68
C -2.32776 0.39997 2.16445 0.003 0.105 0.055 -0.83
H 0.85405 -2.34269 2.61193 -0.071 -0.042 0.067 0.24
H 2.58384 -4.00895 2.10967 -0.012 -0.079 0.019 0.41
H 4.20010 -3.60903 0.29198 0.066 -0.028 -0.027 0.39
H 4.13176 -1.47611 -0.96713 0.086 0.017 -0.077 0.50
H 2.46785 0.24526 -0.40427 0.139 -0.139 0.153 0.15
H -0.06482 -0.88091 4.15890 -0.088 -0.093 0.054 0.23
H 0.52315 -0.10608 6.42974 -0.047 -0.039 0.039 0.40
H 1.57417 2.09480 6.74104 0.044 0.051 0.058 0.38
H 2.11390 3.49471 4.78512 0.054 0.123 -0.032 0.43
H 1.54881 2.69243 2.49594 0.029 0.114 -0.054 0.46
H -0.94016 -2.23321 0.56034 0.059 -0.058 -0.076 0.35
H -3.29656 -2.93958 0.53584 -0.059 -0.077 -0.066 0.44
H -5.04493 -1.47552 1.47772 -0.052 -0.037 0.040 0.38
H -4.41393 0.64705 2.56789 -0.037 0.069 0.005 0.40
H -2.04147 1.34287 2.61131 -0.042 0.083 0.043 0.43

---

[4]
38
Properties=species:S:1:pos:R:3:forces:R:3:mulliken_charge:R:1 method="wB97M-V/def2-TZVPD" e_tot_ha=-1882.69308 largest_force_ha_per_bohr=0.033 e_homo_ha=-0.313 e_lumo_ha=0.0167 spin_multiplicity=1 homo_lumo_gap_ha=0.32961 smiles="CCOC(=O)CSc1nnnn1-c1cc(OC)c(Cl)cc1OC"
C -1.04863 -4.63480 -1.13496 0.201 0.219 0.345 -1.28
C -1.05796 -4.04186 0.26077 -0.537 -0.159 0.011 -0.03
O 0.28088 -3.65537 0.58344 0.190 -0.182 -0.266 -0.24
C 0.52348 -3.24380 1.81708 0.201 -0.039 0.292 0.55
O -0.28533 -3.22344 2.70903 -0.085 -0.050 0.133 -0.62
C 1.94420 -2.73310 1.93477 -0.255 0.223 -0.330 -0.65
S 1.86654 -0.96130 1.49301 0.526 0.000 0.418 -0.19
C 1.59857 -1.15278 -0.20520 -0.101 0.297 -0.468 0.54
N 2.10246 -2.08803 -0.98434 0.340 0.052 1.156 -0.16
N 1.69462 -1.80726 -2.20711 0.131 -0.397 -0.998 -0.69
N 0.98691 -0.75916 -2.24162 -0.761 0.823 -0.767 -0.41
N 0.87886 -0.29909 -0.98614 0.824 -1.301 0.724 0.85
C 0.13330 0.84213 -0.65917 -0.519 0.527 0.232 -0.40
C 0.30897 1.98027 -1.43436 -0.043 0.138 0.085 -0.09
C -0.41317 3.13529 -1.16939 -0.135 -0.107 0.172 0.61
O -0.31390 4.29597 -1.85674 -0.177 -0.070 0.242 -0.49
C 0.58209 4.35752 -2.94255 0.150 0.009 -0.183 -0.85
C -1.31800 3.10400 -0.09948 0.224 -0.050 -0.253 -0.01
Cl -2.21742 4.52453 0.26105 -0.146 0.147 0.099 -0.20
C -1.51298 1.96561 0.65929 0.096 -0.083 0.001 -0.79
C -0.79842 0.80316 0.38637 0.153 -0.075 -0.219 0.38
O -0.95262 -0.37492 1.03812 -0.127 0.161 -0.459 -0.10
C -1.78000 -0.40920 2.18418 -0.143 -0.093 0.245 -1.06
H -0.42891 -5.52672 -1.15945 0.028 -0.110 -0.043 0.31
H -2.06114 -4.89379 -1.43002 -0.102 -0.037 -0.036 0.41
H -0.64184 -3.91602 -1.84151 0.002 0.047 -0.116 0.32
H -1.69486 -3.15119 0.31164 0.085 -0.109 0.045 0.10
H -1.40885 -4.76108 1.00899 0.028 0.141 -0.104 0.39
H 2.61465 -3.22622 1.23478 0.012 -0.045 0.124 0.36
H 2.29724 -2.77928 2.96208 -0.058 -0.011 -0.054 0.45
H 1.01827 1.93162 -2.24407 0.074 0.025 -0.071 0.56
H 0.48667 5.36581 -3.34119 0.044 -0.092 -0.007 0.24
H 1.61401 4.19154 -2.61884 -0.027 -0.009 -0.012 0.33
H 0.32001 3.63278 -3.71899 0.015 0.012 0.025 0.34
H -2.23767 1.99675 1.45504 -0.071 -0.010 0.077 0.52
H -1.64977 -1.40354 2.60957 -0.053 0.138 -0.034 0.21
H -2.82941 -0.25403 1.91822 0.023 0.047 0.003 0.35
H -1.46672 0.33893 2.91619 -0.009 0.023 -0.009 0.47

---

[5]
79
Properties=species:S:1:pos:R:3:forces:R:3:mulliken_charge:R:1 method="wB97M-V/def2-TZVPD" e_tot_ha=-2317.00228 largest_force_ha_per_bohr=0.127 e_homo_ha=-0.291 e_lumo_ha=0.0107 spin_multiplicity=1 homo_lumo_gap_ha=0.30208 smiles="C=CC[C@@H]1C(=O)NC[C@@H]1CCO.CCOP(=O)(OCC)OCC.CCOP(=O)(OCC)OCC"
C -4.34411 0.61863 -3.05007 0.692 -0.162 0.099 -0.80
C -3.64766 0.90471 -4.18323 -0.144 0.393 0.300 -0.24
C -3.27777 -0.02394 -5.31165 1.057 0.039 1.251 -0.79
C -3.87339 -1.42584 -5.30252 0.204 0.022 -0.177 0.25
C -5.30944 -1.66805 -4.81824 -0.513 -0.087 0.434 0.05
O -6.24552 -0.91882 -4.66849 0.343 -0.098 -0.743 -0.59
N -5.34377 -3.03371 -4.47799 0.075 0.270 0.538 -0.33
C -4.13992 -3.18998 -3.64242 0.323 1.164 -0.605 -0.88
C -3.10841 -2.59894 -4.61813 0.284 -1.187 -1.136 0.25
C -1.63123 -2.47751 -4.21467 -0.008 -0.481 0.675 -0.82
C -1.30397 -2.57671 -2.71290 0.185 0.819 0.136 -0.59
O -0.59857 -1.39920 -2.27402 -0.398 -0.277 0.023 -0.35
H -5.31508 1.05676 -2.83975 0.793 1.423 0.857 0.25
H -3.91429 -0.02629 -2.28163 -1.042 -1.619 -0.768 0.27
H -3.34154 1.94572 -4.32074 -1.510 0.292 -1.102 0.35
H -3.61430 0.47227 -6.22236 -0.177 0.220 0.138 0.44
H -2.18458 -0.03865 -5.41018 -0.017 -0.374 -0.292 0.33
H -3.94337 -1.67295 -6.36539 0.032 -0.159 0.000 0.34
H -6.20623 -3.32076 -4.03694 -0.133 0.242 0.045 0.31
H -3.99015 -4.21952 -3.33906 0.190 0.014 0.138 0.38
H -4.16958 -2.45871 -2.82368 -0.289 -0.665 0.579 0.40
H -3.08702 -3.36499 -5.39751 -0.029 0.061 -0.094 0.25
H -1.09836 -3.29631 -4.69904 -0.026 0.000 -0.100 0.44
H -1.13538 -1.58006 -4.57793 -0.209 0.159 -0.026 0.23
H -0.65423 -3.42293 -2.50026 0.097 0.006 -0.061 0.22
H -2.17725 -2.67727 -2.06696 -0.164 -0.236 -0.205 0.47
H -1.28255 -0.75748 -2.06657 0.088 0.264 0.032 0.16
C 2.22993 -1.74649 -1.61858 0.316 0.172 0.036 -0.65
C 3.17561 -1.67474 -0.43355 -0.235 -0.291 -0.058 -0.37
O 4.22914 -0.72312 -0.63244 -0.734 0.539 -0.228 -0.38
P 3.88970 0.85672 -0.54588 6.197 -2.070 -0.005 1.14
O 3.58521 1.15588 0.87440 -2.557 0.803 -1.458 -0.56
O 5.41635 1.43431 -0.69996 -0.538 0.307 -0.204 -0.46
C 5.96010 2.33773 0.26148 0.129 -0.058 0.216 -0.28
C 6.76978 1.60370 1.31147 0.170 -0.114 -0.027 -1.24
O 3.59623 1.05545 -2.13514 -2.193 0.693 1.483 -0.35
C 3.03373 2.30710 -2.59726 0.000 0.292 -0.233 -0.30
C 4.01132 3.46497 -2.51421 0.087 -0.023 0.269 -1.01
H 1.66582 -0.82382 -1.72753 -0.083 -0.059 0.007 0.19
H 1.51956 -2.56114 -1.49247 -0.017 0.021 0.066 0.26
H 2.78691 -1.89870 -2.54401 0.044 -0.062 0.028 0.23
H 2.62919 -1.43436 0.48389 0.060 0.027 0.005 0.20
H 3.66013 -2.63979 -0.28690 0.147 0.095 0.038 0.33
H 5.17085 2.93481 0.71949 -0.065 -0.116 0.058 0.31
H 6.60512 3.03002 -0.28444 -0.028 -0.074 -0.112 0.39
H 6.22861 0.74670 1.71032 -0.173 0.109 0.026 0.29
H 7.02632 2.27159 2.13549 0.013 0.006 -0.014 0.35
H 7.69488 1.22278 0.87599 0.008 0.020 0.004 0.33
H 2.12341 2.52833 -2.03565 -0.019 -0.035 -0.028 0.29
H 2.74743 2.14258 -3.63477 0.027 -0.205 0.041 0.35
H 4.16083 3.78279 -1.48084 0.021 0.008 -0.014 0.22
H 3.62997 4.32216 -3.07008 -0.064 -0.057 -0.035 0.42
H 4.98313 3.18242 -2.91520 -0.023 -0.026 -0.071 0.26
C 1.95862 1.74250 3.18451 -0.258 -0.052 0.455 -0.76
C 0.68298 2.53232 3.41383 0.370 0.136 -0.033 -0.47
O -0.44470 1.68606 3.67890 0.474 -0.402 0.582 -0.24
P -0.56475 0.95655 5.11681 -4.961 0.116 -3.885 0.93
O -0.84265 2.01329 6.11759 2.658 -0.983 1.190 -0.79
O -2.03725 0.25603 4.94177 0.467 -0.208 0.259 -0.34
C -3.07040 0.46890 5.90262 -0.179 0.202 0.008 -0.34
C -3.99622 1.59075 5.47739 -0.125 0.004 -0.175 -1.21
O 0.19122 -0.41625 4.66772 1.336 1.175 2.053 -0.15
C 0.55632 -1.38408 5.67999 -0.003 -0.330 0.111 -0.36
C -0.64028 -2.10240 6.27671 -0.160 0.214 0.077 -0.98
H 2.27731 1.24083 4.10302 0.021 0.065 -0.003 0.24
H 2.76257 2.39905 2.86043 -0.022 0.003 -0.052 0.35
H 1.80746 0.97611 2.43260 0.024 0.046 -0.086 0.24
H 0.80694 3.24729 4.23292 -0.094 -0.012 -0.002 0.31
H 0.43530 3.09776 2.51586 -0.161 -0.055 0.022 0.31
H -2.64668 0.66105 6.88846 0.070 0.129 -0.046 0.39
H -3.63219 -0.46546 5.97504 0.082 -0.049 -0.106 0.39
H -3.44068 2.47423 5.16632 0.125 -0.006 0.168 0.30
H -4.66617 1.86654 6.29337 -0.008 -0.014 -0.006 0.35
H -4.60180 1.27745 4.62526 -0.014 -0.008 0.016 0.30
H 1.14134 -0.89334 6.46092 0.032 -0.006 -0.030 0.32
H 1.20691 -2.10403 5.18597 0.013 0.138 -0.153 0.33
H -1.20198 -1.44723 6.94459 -0.016 -0.021 -0.008 0.22
H -0.31188 -2.96345 6.85996 0.085 0.012 -0.039 0.42
H -1.32094 -2.43781 5.49612 0.050 -0.040 -0.044 0.25